Model w:
A molecular structure, C44H36O3P2SiSn, computed with ωB97M-V/def2-TZVPD.

The geometry in XYZ format:
```
87
Properties=species:S:1:pos:R:3:lowdin_charge:R:1
Sn 0.21 -0.09 0.86 0.92
C -1.15 3.27 0.82 -0.22
Si -0.11 2.22 -0.35 0.43
C -0.96 2.34 -2.03 -0.30
C -0.58 3.27 -3.00 -0.10
C -1.25 3.38 -4.21 -0.08
C -2.33 2.55 -4.47 -0.07
C -2.73 1.62 -3.53 -0.10
C -2.05 1.50 -2.31 -0.38
P -2.51 0.24 -1.06 1.05
C -4.08 0.87 -0.36 -0.38
C -4.84 1.90 -0.91 -0.07
C -6.01 2.33 -0.29 -0.08
C -6.43 1.72 0.89 -0.09
C -5.68 0.70 1.44 -0.08
C -4.51 0.29 0.83 -0.12
C -3.06 -1.12 -2.16 -0.36
C -2.21 -1.48 -3.21 -0.12
C -2.56 -2.52 -4.06 -0.09
C -3.73 -3.24 -3.85 -0.09
C -4.56 -2.90 -2.79 -0.08
C -4.23 -1.84 -1.95 -0.08
C 1.62 3.00 -0.46 -0.31
C 1.78 4.39 -0.49 -0.10
C 3.03 4.98 -0.52 -0.08
C 4.17 4.18 -0.50 -0.07
C 4.04 2.81 -0.45 -0.07
C 2.78 2.21 -0.44 -0.35
P 2.59 0.39 -0.34 0.98
C 4.15 -0.25 0.31 -0.37
C 4.18 -0.65 1.64 -0.09
C 5.36 -1.14 2.20 -0.07
C 6.50 -1.25 1.42 -0.08
C 6.47 -0.87 0.09 -0.07
C 5.30 -0.37 -0.47 -0.10
C 2.49 -0.19 -2.06 -0.33
C 1.83 0.60 -3.00 -0.08
C 1.54 0.10 -4.26 -0.07
C 1.90 -1.20 -4.59 -0.08
C 2.58 -1.98 -3.67 -0.06
C 2.87 -1.48 -2.41 -0.09
H -1.27 4.30 0.47 0.03
H -0.71 3.29 1.82 0.03
H -2.15 2.83 0.90 0.02
H 0.27 3.92 -2.81 0.10
H -0.93 4.11 -4.94 0.10
H -2.86 2.63 -5.42 0.10
H -3.56 0.96 -3.76 0.11
H -4.52 2.39 -1.82 0.09
H -6.59 3.13 -0.72 0.10
H -7.34 2.05 1.37 0.10
H -6.00 0.23 2.37 0.10
H -3.91 -0.49 1.28 0.10
H -1.28 -0.96 -3.36 0.11
H -1.89 -2.79 -4.87 0.11
H -4.00 -4.05 -4.51 0.10
H -5.47 -3.45 -2.62 0.10
H -4.90 -1.58 -1.14 0.10
H 0.90 5.03 -0.49 0.10
H 3.13 6.06 -0.55 0.10
H 5.15 4.64 -0.51 0.11
H 4.94 2.19 -0.42 0.09
H 3.28 -0.60 2.24 0.09
H 5.37 -1.45 3.24 0.11
H 7.41 -1.64 1.85 0.10
H 7.36 -0.96 -0.53 0.11
H 5.28 -0.09 -1.52 0.11
H 1.55 1.62 -2.76 0.08
H 1.02 0.73 -4.97 0.11
H 1.66 -1.60 -5.57 0.10
H 2.87 -2.99 -3.92 0.11
H 3.39 -2.11 -1.69 0.10
O 2.89 -4.57 -0.57 0.06
C 1.74 -4.75 -1.24 -0.27
C 1.61 -5.90 -2.02 -0.01
C 0.44 -6.14 -2.71 -0.08
C -0.63 -5.25 -2.63 -0.08
C -0.50 -4.10 -1.88 -0.01
C 0.68 -3.83 -1.19 -0.07
C 0.84 -2.57 -0.42 -0.61
O 1.77 -2.45 0.40 -0.08
O 0.00 -1.61 -0.65 -0.28
H 2.75 -3.78 0.01 0.07
H 2.44 -6.59 -2.06 0.12
H 0.35 -7.04 -3.31 0.10
H -1.56 -5.45 -3.16 0.09
H -1.31 -3.39 -1.81 0.10
```

Values from the calculation:
LUMO energy: 0.368 eV
spin multiplicity: 1
HOMO: -0.2613 hartree
HOMO-LUMO gap: 0.2749 hartree


Model x:
A molecular structure, C44H36O3P2SiSn, computed with ωB97M-V/def2-TZVPD.

The geometry in XYZ format:
```
87
Properties=species:S:1:pos:R:3:lowdin_charge:R:1
Sn 1.96 0.19 0.03 0.92
C 0.66 2.50 2.86 -0.21
Si 0.28 1.94 1.10 0.48
C -0.06 3.48 0.05 -0.30
C -0.23 4.75 0.62 -0.10
C -0.67 5.83 -0.13 -0.08
C -0.97 5.66 -1.48 -0.08
C -0.80 4.42 -2.07 -0.09
C -0.33 3.35 -1.32 -0.39
P 0.02 1.72 -2.07 1.01
C 1.41 2.07 -3.20 -0.39
C 2.04 3.30 -3.31 -0.07
C 3.14 3.47 -4.14 -0.08
C 3.63 2.40 -4.87 -0.09
C 3.02 1.15 -4.76 -0.08
C 1.93 0.99 -3.93 -0.13
C -1.40 1.46 -3.19 -0.36
C -1.34 1.53 -4.58 -0.08
C -2.47 1.26 -5.34 -0.08
C -3.67 0.93 -4.73 -0.09
C -3.74 0.86 -3.34 -0.07
C -2.61 1.12 -2.58 -0.09
C -1.46 1.16 1.11 -0.30
C -2.57 1.96 1.39 -0.08
C -3.86 1.46 1.34 -0.07
C -4.08 0.12 1.01 -0.08
C -3.00 -0.69 0.73 -0.08
C -1.70 -0.18 0.77 -0.39
P -0.27 -1.26 0.42 0.98
C -0.83 -2.34 -0.93 -0.34
C -1.61 -3.48 -0.70 -0.10
C -2.08 -4.22 -1.77 -0.07
C -1.79 -3.84 -3.07 -0.08
C -1.01 -2.72 -3.30 -0.07
C -0.53 -1.98 -2.23 -0.10
C -0.16 -2.34 1.87 -0.35
C 0.55 -3.54 1.78 -0.10
C 0.71 -4.35 2.89 -0.07
C 0.17 -3.96 4.11 -0.07
C -0.53 -2.77 4.21 -0.07
C -0.70 -1.96 3.10 -0.07
H -0.17 3.07 3.30 0.03
H 0.84 1.62 3.47 0.01
H 1.56 3.11 2.89 0.04
H -0.02 4.89 1.67 0.09
H -0.79 6.80 0.34 0.10
H -1.33 6.50 -2.06 0.10
H -1.02 4.29 -3.13 0.11
H 1.67 4.15 -2.74 0.10
H 3.62 4.44 -4.21 0.10
H 4.49 2.53 -5.52 0.10
H 3.41 0.31 -5.32 0.10
H 1.48 0.01 -3.83 0.09
H -0.41 1.80 -5.07 0.10
H -2.41 1.32 -6.42 0.10
H -4.54 0.72 -5.33 0.10
H -4.67 0.60 -2.86 0.10
H -2.67 1.06 -1.50 0.09
H -2.43 3.00 1.63 0.10
H -4.71 2.10 1.56 0.11
H -5.08 -0.27 0.96 0.11
H -3.17 -1.73 0.45 0.10
H -1.84 -3.78 0.31 0.11
H -2.69 -5.10 -1.59 0.11
H -2.16 -4.42 -3.91 0.10
H -0.77 -2.41 -4.32 0.11
H 0.09 -1.11 -2.41 0.04
H 1.00 -3.83 0.84 0.12
H 1.28 -5.26 2.81 0.11
H 0.31 -4.59 4.98 0.11
H -0.94 -2.46 5.17 0.11
H -1.24 -1.03 3.19 0.11
O 4.14 -4.01 2.87 0.06
C 3.69 -3.24 3.88 -0.28
C 3.79 -3.72 5.18 -0.02
C 3.33 -2.97 6.24 -0.08
C 2.75 -1.72 6.03 -0.09
C 2.64 -1.24 4.74 -0.03
C 3.11 -1.98 3.65 -0.08
C 2.95 -1.47 2.27 -0.61
O 3.35 -2.14 1.30 -0.04
O 2.32 -0.36 2.12 -0.30
H 3.95 -3.50 2.04 0.07
H 4.25 -4.69 5.33 0.12
H 3.42 -3.36 7.25 0.10
H 2.39 -1.14 6.87 0.10
H 2.19 -0.28 4.54 0.11
```

Values from the calculation:
LUMO energy: 0.377 eV
spin multiplicity: 1
HOMO: -0.2732 hartree
HOMO-LUMO gap: 0.2870 hartree


Among the structures shown above, model x is the most stable, with the second-best lying 0.0119 hartree higher.